Computed, not measured: a structure of composition C46H59BrN8OOsP2SSiTe at a distorted geometry, with ωB97M-V with the def2-TZVPD basis set.

CARTESIAN COORDINATES (ANGSTROEM)
1 Os 0.285 -0.536 -1.431
2 Te -4.094 -0.583 0.795
3 C -5.398 0.812 -0.117
4 C -5.378 2.159 0.196
5 C -6.231 3.004 -0.506
6 N -7.069 2.584 -1.446
7 C -7.106 1.281 -1.708
8 C -6.294 0.351 -1.073
9 C -2.677 -0.595 -0.657
10 P -1.704 0.717 -1.434
11 C -1.932 2.294 -0.558
12 C -2.660 3.320 -1.165
13 C -2.868 4.520 -0.501
14 C -2.362 4.706 0.777
15 C -1.639 3.689 1.388
16 C -1.418 2.494 0.724
17 C -2.314 1.050 -3.101
18 C -1.520 1.793 -3.973
19 C -1.987 2.109 -5.238
20 C -3.249 1.684 -5.638
21 C -4.042 0.949 -4.770
22 C -3.577 0.634 -3.500
23 P -1.496 -1.939 -0.795
24 C -2.020 -3.043 -2.124
25 C -1.117 -4.000 -2.584
26 C -1.503 -4.893 -3.569
27 C -2.785 -4.828 -4.103
28 C -3.681 -3.873 -3.651
29 C -3.302 -2.980 -2.657
30 C -1.659 -2.930 0.714
31 C -1.269 -2.401 1.946
32 C -1.527 -3.093 3.118
33 C -2.174 -4.321 3.074
34 C -2.566 -4.853 1.855
35 C -2.316 -4.160 0.679
36 H -4.718 2.558 0.956
37 H -6.236 4.069 -0.297
38 H -7.818 0.959 -2.460
39 H -6.369 -0.699 -1.326
40 H -3.064 3.191 -2.159
41 H -3.430 5.308 -0.985
42 H -2.528 5.640 1.297
43 H -1.247 3.832 2.387
44 H -0.862 1.707 1.215
45 H -0.541 2.141 -3.661
46 H -1.369 2.685 -5.913
47 H -3.612 1.929 -6.627
48 H -5.028 0.625 -5.076
49 H -4.206 0.076 -2.821
50 H -0.115 -4.041 -2.170
51 H -0.805 -5.639 -3.926
52 H -3.081 -5.525 -4.876
53 H -4.677 -3.823 -4.070
54 H -4.004 -2.239 -2.297
55 H -0.776 -1.441 1.994
56 H -1.226 -2.673 4.070
57 H -2.377 -4.860 3.990
58 H -3.074 -5.807 1.816
59 H -2.633 -4.585 -0.264
60 C 3.500 -3.559 -2.338
61 C 2.982 -2.250 -1.832
62 N 3.837 -1.233 -1.733
63 O 1.789 -2.145 -1.489
64 H 4.291 -3.423 -3.074
65 H 2.680 -4.124 -2.772
66 H 3.907 -4.125 -1.498
67 H 4.809 -1.343 -1.968
68 H 3.526 -0.372 -1.313
69 C 3.207 2.924 1.421
70 C 3.928 1.765 2.125
71 C 4.925 1.165 1.127
72 C 4.729 2.343 3.313
73 Si 2.746 0.432 2.802
74 Br 1.168 0.054 0.978
75 C 3.462 -1.326 2.997
76 C 4.709 -1.226 3.904
77 C 2.453 -2.269 3.669
78 C 3.884 -1.978 1.674
79 C 1.525 1.011 4.151
80 C 0.226 0.199 4.243
81 C 1.124 2.480 3.959
82 C 2.265 0.883 5.502
83 H 3.972 3.590 1.005
84 H 2.605 3.524 2.098
85 H 2.567 2.581 0.609
86 H 5.563 1.966 0.742
87 H 4.414 0.709 0.274
88 H 5.580 0.418 1.574
89 H 5.456 3.062 2.924
90 H 5.290 1.585 3.861
91 H 4.096 2.880 4.019
92 H 4.478 -0.837 4.897
93 H 5.500 -0.613 3.471
94 H 5.122 -2.230 4.042
95 H 2.187 -1.953 4.676
96 H 2.909 -3.259 3.754
97 H 1.538 -2.381 3.082
98 H 4.744 -1.490 1.218
99 H 3.065 -2.005 0.954
100 H 4.171 -3.013 1.882
101 H -0.378 0.284 3.339
102 H -0.368 0.607 5.066
103 H 0.394 -0.854 4.454
104 H 0.657 2.653 2.985
105 H 1.965 3.164 4.065
106 H 0.397 2.746 4.730
107 H 2.485 -0.152 5.760
108 H 1.617 1.279 6.290
109 H 3.195 1.452 5.537
110 S -0.720 -1.763 -5.837
111 C -0.365 -1.343 -4.358
112 N -0.100 -1.011 -3.251
113 N 2.934 4.099 -2.420
114 N 2.551 2.793 -2.633
115 N 2.662 2.212 -3.805
116 C 2.077 1.046 -3.582
117 N 1.653 0.957 -2.313
118 N 1.955 2.100 -1.718
119 H 3.571 4.358 -3.165
120 H 3.374 4.170 -1.509
121 H 1.957 0.279 -4.327

- Total energy: -6604.181941 a.u.
- Total charge: +2
- HOMO-LUMO gap (alpha / beta): 4.0 / 4.1 eV
- Highest occupied orbital energy (alpha / beta): -11.88 / -11.90 eV
- 2S+1: 1
- Energy relative to the best compared isomer or geometry (same formula, charge and spin): 73.35 kJ/mol